{"formula": "ILi2", "method": "ωB97M-V with the def2-TZVPD basis set", "symbols": ["Li", "Li", "I"], "positions_angstrom": [[0.05462, 1.88106, -1.04358], [-0.78846, -1.43770, 1.45794], [0.73384, -0.44335, -0.41436]], "forces_ev_per_angstrom": [[0.02, 0.09, -0.07], [0.18, 0.05, -0.19], [-0.21, -0.13, 0.25]], "relative_energy_kj_mol": 0.0, "orbital_gap_ha": 0.327, "max_force_ev_per_a": 0.35, "charge": 1}

---

{"formula": "C3H8S2", "method": "ωB97M-V with the def2-TZVPD basis set", "symbols": ["C", "C", "C", "S", "S", "H", "H", "H", "H", "H", "H", "H", "H"], "positions_angstrom": [[0.80326, 0.42482, 0.20093], [-0.28430, 1.31165, 0.89293], [0.54219, -1.07690, 0.27778], [-1.14278, -1.66186, 0.06575], [-0.88418, -1.13728, -2.59043], [0.83875, 0.68736, -0.85070], [1.75751, 0.64090, 0.69072], [0.23631, 2.11378, 1.39525], [-1.00489, 0.70281, 1.43536], [-0.84892, 1.75440, 0.06564], [1.16345, -1.54093, -0.49984], [0.95377, -1.46229, 1.21621], [-2.13016, -0.75645, -2.29958]], "forces_ev_per_angstrom": [[-0.88, 0.24, 0.64], [0.48, -0.48, -1.79], [0.82, -0.32, -0.04], [-0.03, -0.06, 0.08], [-0.09, -0.01, -0.05], [0.21, 0.16, -0.12], [0.18, -0.09, -0.27], [-0.31, 0.20, 0.70], [0.25, 0.22, 0.51], [-0.18, 0.12, 0.28], [-0.14, -0.05, 0.08], [-0.26, -0.03, 0.18], [-0.06, 0.09, -0.20]], "relative_energy_kj_mol": 16.7, "multiplicity": 2, "orbital_gap_ha": [0.229, 0.248], "s_squared": 0.76, "max_force_ev_per_a": 1.91, "charge": -1}